Entry from OMol25: a molecular structure, C31H44BrN3O9Ti (ωB97M-V/def2-TZVPD).

ΔE to the lowest compared entry with this formula, charge and spin: 5.9 kcal/mol
LUMO (spin up / spin down): 2.3 / 2.3 eV
Calculated total energy: -148926.605 eV
HOMO-LUMO gap (spin up / spin down): 6.405 / 7.452 eV
HOMO (spin up / spin down): -4.10 / -5.14 eV
2S+1: 2
Net charge: -1

The geometry in XYZ format:
```
89
C31H44BrN3O9Ti, DFT ωB97M-V/def2-TZVPD
H -0.89837 -0.73194 -2.08739
H 0.31968 6.44942 -1.34760
O 4.02670 -0.13974 -2.77604
H -6.23319 -0.21472 1.53258
C -2.60611 -1.78391 2.74069
C 1.63176 -3.04451 -4.94090
C -0.95424 0.30350 -1.74816
H 1.06920 -3.92439 -6.54106
C -4.91687 -0.84905 3.15012
H 0.14666 4.12046 1.18709
H 4.85168 -0.65834 0.49996
C 3.20346 -0.85362 -2.22965
H -5.48706 -0.28974 5.17272
H -3.87653 -1.01121 5.06051
H -3.10218 2.30937 0.05117
C 3.10479 3.23625 -1.68074
H 5.82513 -1.36300 1.80444
C -3.42357 -0.22207 1.15983
H 2.91428 2.15093 -3.53312
O 2.46953 -1.18537 1.61557
H 0.69807 5.12859 -2.45689
C 3.87090 -3.14191 1.23829
C -5.56525 -2.23706 3.24988
C -5.93574 0.10866 2.53171
H 4.61202 -2.56702 3.76986
H 2.30460 1.23970 -0.46226
H -1.33524 2.26088 0.11937
H -2.15575 2.65504 -1.40358
H 3.72602 2.41559 -1.31526
C -0.20174 -4.06786 -1.73109
O 4.83299 -3.84166 1.50246
H -0.04052 0.53583 -1.20296
H -5.54093 1.12401 2.46131
C 2.50737 -2.10320 -4.38489
O 1.71656 -3.26021 -6.28267
H 1.67694 4.21764 2.06197
N 1.55038 -2.54738 -2.26365
H 1.44904 2.14558 -2.55301
C -2.25807 -0.29777 0.39489
C 0.60455 5.39677 -1.40607
Br -0.06133 -3.01065 2.65984
H 2.83896 -2.61017 3.75425
C 3.73099 -1.78270 1.97322
C -2.20359 2.03479 -0.50333
H -4.36192 0.44479 -1.26574
C 0.71013 -3.43448 -2.78338
N 1.80145 1.63769 0.32742
O 2.96243 -3.41525 0.36481
C 2.41933 -1.88332 -3.03093
H 3.66997 -1.06919 4.00230
H -3.37993 0.82873 -2.67999
O 0.13239 -3.72004 -0.54720
H -2.70137 -2.38529 3.63528
C -4.58242 -0.34668 4.56138
O -0.04647 -1.16069 0.24128
H -4.90154 -2.95223 3.73533
H -6.83153 0.13973 3.15558
H 2.58463 -0.28941 1.25636
H -4.13114 0.64620 4.51671
C 1.74341 2.91323 0.34373
C -3.63559 -0.94090 2.32576
H -1.02275 0.94847 -2.62933
C 1.01856 3.54726 1.50578
H 4.82296 0.07009 2.12110
C -3.41822 0.23005 -1.76636
H 3.21891 -1.55991 -4.98846
H 1.82682 5.57176 0.35781
H -4.20418 0.44000 0.81346
H 0.00334 -4.43270 -4.52462
O -1.10289 -4.80557 -2.09763
H 3.79572 4.02123 -1.99730
O 2.82988 -0.82735 -0.99321
C -1.20487 -1.11647 0.84226
C -1.43712 -1.86000 2.02002
H 0.69055 2.74339 2.15713
C 4.88223 -0.87176 1.56861
C 0.71316 -3.71244 -4.13739
C 3.71482 -2.02466 3.47634
N 2.33152 3.77507 -0.56503
H -0.20444 4.79997 -0.98280
H -5.79915 -2.62240 2.25626
C 1.91248 5.16210 -0.64996
H 2.71938 5.71463 -1.13767
C 2.28748 2.75755 -2.87981
C -2.19673 0.54577 -0.88567
Ti 1.50060 -2.18446 -0.20840
H -3.41877 -0.82459 -2.04657
H -6.49068 -2.18598 3.83001
H 1.89358 3.59428 -3.45872
```

Results of the Löwdin charge analysis, in e, for atoms 1 through 4: 0.09, 0.07, 0.06, 0.08